Run i
# C3H10NO4

A cluster of 3 separate species, C3H10NO4 in total (ωB97M-V/def2-TZVPD, OMol25).

Computed properties:
HOMO = -4.89 eV
Kohn-Sham gap = 8.8405 eV
Molecular weight = 124.116 g mol⁻¹

Geometry as ORCA input:
```
! RIJCOSX wB97M-V def2-TZVPD def2/J DEFGRID3
* xyz -1 1
O -0.39 0.67 1.34
O -2.20 -0.29 0.39
O 0.57 -3.21 0.25
O -0.36 -1.80 2.44
N -1.05 1.29 -0.77
C 0.22 1.96 -0.91
C 1.43 1.05 -1.24
C -1.23 0.49 0.40
H 0.45 2.43 0.05
H 0.35 -2.85 1.14
H -1.32 -1.86 2.53
H -1.27 0.77 -1.60
H 1.77 0.55 -0.35
H 2.19 1.64 -1.75
H -0.28 -0.96 1.91
H 0.23 2.78 -1.62
H -0.22 -2.95 -0.24
H 1.12 0.29 -1.96
*
```

These are the Mulliken partial charges, in e, on atoms 1 to 2: -0.84, -0.74


Run ii
# C3H10NO4

A cluster of 3 separate species, C3H10NO4 in total (ωB97M-V/def2-TZVPD, OMol25).

Computed properties:
HOMO = -5.00 eV
Kohn-Sham gap = 9.0662 eV
Molecular weight = 124.116 g mol⁻¹

Geometry as ORCA input:
```
! RIJCOSX wB97M-V def2-TZVPD def2/J DEFGRID3
* xyz -1 1
O 1.64 2.32 1.12
O -0.90 0.68 -1.09
O 0.35 3.09 -1.45
O 1.16 0.05 -0.50
N 0.37 -2.53 0.02
C -0.64 -1.48 -0.14
C -1.37 -1.24 1.17
C -0.07 -0.13 -0.63
H 1.15 -2.09 0.50
H 1.22 2.76 -1.62
H -1.83 -2.17 1.53
H -1.36 -1.81 -0.90
H -0.18 2.25 -1.34
H 1.00 2.90 0.69
H -0.67 -0.86 1.91
H 0.74 -2.72 -0.91
H -2.16 -0.50 1.04
H 1.54 1.49 0.60
*
```

These are the Mulliken partial charges, in e, on atoms 1 to 2: -0.71, -0.86


Run iii
# C3H10NO4

A cluster of 3 separate species, C3H10NO4 in total (ωB97M-V/def2-TZVPD, OMol25).

Computed properties:
HOMO = -3.85 eV
Kohn-Sham gap = 7.6998 eV
Molecular weight = 124.116 g mol⁻¹

Geometry as ORCA input:
```
! RIJCOSX wB97M-V def2-TZVPD def2/J DEFGRID3
* xyz -1 1
O -2.03 0.50 -1.69
O -1.05 -2.85 0.95
O 2.56 1.65 -1.87
O -1.61 -0.24 0.86
N 1.23 0.46 -0.71
C 2.47 0.95 -0.87
C 0.80 0.08 0.66
C -0.69 0.71 0.66
H -1.14 -1.92 0.94
H -0.63 -3.05 1.79
H -0.60 1.29 1.56
H -2.41 -0.31 -1.97
H 3.31 0.93 -0.20
H -2.05 0.15 -0.67
H -0.80 1.50 -0.15
H 0.44 0.47 -1.47
H 1.44 0.70 1.35
H 0.77 -1.01 0.83
*
```

These are the Mulliken partial charges, in e, on atoms 1 to 2: -0.73, -0.70


Run iv
# C3H10NO4

A cluster of 3 separate species, C3H10NO4 in total (ωB97M-V/def2-TZVPD, OMol25).

Computed properties:
HOMO = -4.34 eV
Kohn-Sham gap = 7.9615 eV
Molecular weight = 124.116 g mol⁻¹

Geometry as ORCA input:
```
! RIJCOSX wB97M-V def2-TZVPD def2/J DEFGRID3
* xyz -1 1
O 3.61 -0.33 -0.11
O 1.43 -1.40 2.49
O -3.53 2.12 -1.39
O 1.15 0.18 0.34
N -1.08 -0.30 -0.35
C 0.36 -0.21 -0.70
C -1.75 0.97 -0.23
C -2.95 1.09 -1.12
H -2.11 1.11 0.80
H 1.17 -0.90 1.65
H 0.29 0.52 -1.52
H 2.36 -1.60 2.36
H -3.32 0.13 -1.54
H -1.35 -0.94 0.37
H 0.68 -1.22 -1.02
H 2.75 0.18 0.09
H 3.30 -1.19 0.20
H -1.02 1.77 -0.30
*
```

These are the Mulliken partial charges, in e, on atoms 1 to 2: -0.71, -0.73


Calculated relative energies: run i 22.5; run ii 0.0; run iii 337.3; run iv 251.8, given in kJ/mol


Run i
# C3H10NO4

A cluster of 3 separate species, C3H10NO4 in total (ωB97M-V/def2-TZVPD, OMol25).

Computed properties:
HOMO = -4.98 eV
Kohn-Sham gap = 8.8166 eV
Molecular weight = 124.116 g mol⁻¹

Geometry as ORCA input:
```
! RIJCOSX wB97M-V def2-TZVPD def2/J DEFGRID3
* xyz -1 1
O -0.74 1.06 2.53
O -1.72 0.13 -1.83
O 0.72 1.89 -1.73
O -0.85 1.39 0.33
N 1.62 -0.93 -0.18
C 0.89 -1.23 1.07
C -0.77 0.64 1.37
C -0.61 -0.89 1.12
H 1.26 -0.06 -0.54
H 0.27 1.87 -0.84
H -1.07 -1.44 1.94
H 0.46 2.51 -2.39
H -1.45 0.59 -0.95
H -1.13 -1.17 0.21
H 1.64 -1.64 -0.89
H 1.38 -0.63 1.84
H 0.98 -2.31 1.25
H -0.89 0.22 -2.30
*
```

These are the Mulliken partial charges, in e, on atoms 1 to 2: -0.71, -0.74


Run ii
# C3H10NO4

A cluster of 3 separate species, C3H10NO4 in total (ωB97M-V/def2-TZVPD, OMol25).

Computed properties:
HOMO = -4.02 eV
Kohn-Sham gap = 7.8511 eV
Molecular weight = 124.116 g mol⁻¹

Geometry as ORCA input:
```
! RIJCOSX wB97M-V def2-TZVPD def2/J DEFGRID3
* xyz -1 1
O -0.42 1.39 -0.82
O 2.18 0.98 -1.34
O 1.11 -1.23 3.68
O -1.87 0.71 -2.90
N 0.95 -0.75 1.45
C 0.08 -0.79 0.29
C -0.79 0.54 0.17
C 0.62 -1.42 2.58
H -1.49 0.88 -1.98
H -0.13 -2.19 2.35
H 1.45 0.60 -1.86
H -1.78 0.14 -0.16
H 1.66 -0.03 1.39
H 1.56 1.47 -0.75
H -0.53 -1.70 0.30
H -2.59 1.34 -2.93
H -0.71 1.00 1.20
H 0.71 -0.94 -0.65
*
```

These are the Mulliken partial charges, in e, on atoms 1 to 2: -1.00, -0.69


Calculated relative energies: run i 0.0; run ii 147.4, given in kJ/mol


Run i
# C6H6N4O

A structure of composition C6H6N4O (ωB97M-V/def2-TZVPD, OMol25).

Computed properties:
HOMO = -8.48 eV
Kohn-Sham gap = 8.9534 eV
Molecular weight = 150.141 g mol⁻¹

Geometry as ORCA input:
```
! RIJCOSX wB97M-V def2-TZVPD def2/J DEFGRID3
* xyz 0 1
O -0.06 1.56 0.71
N -0.86 0.27 -0.68
N 1.80 -1.99 0.39
N 1.68 0.21 1.43
N 0.24 -2.58 -1.23
C -1.05 1.27 -0.17
C 2.22 -1.08 1.23
C 0.15 -0.41 -0.24
C -1.90 2.52 -0.43
C 0.73 0.49 0.71
C 0.74 -1.67 -0.37
H 3.49 -1.12 1.84
H -1.17 3.67 -0.24
H -2.80 2.37 -0.98
H -0.85 -2.37 -1.53
H 0.55 -3.74 -1.17
H -2.90 2.60 0.72
*
```

These are the Mulliken partial charges, in e, on atoms 1 to 2: -0.39, -0.45


Run ii
# C6H6N4O

The molecule C6H6N4O (ωB97M-V/def2-TZVPD, OMol25).

Computed properties:
HOMO = -8.69 eV
Kohn-Sham gap = 9.0806 eV
Molecular weight = 150.141 g mol⁻¹
SMILES = Cc1ncc2cn[nH]c(=O)n12

Geometry as ORCA input:
```
! RIJCOSX wB97M-V def2-TZVPD def2/J DEFGRID3
* xyz 0 1
O 0.04 -0.59 2.33
N 1.90 0.25 1.34
N 0.03 -0.08 0.05
N 2.70 0.66 0.28
N -1.45 -0.05 -1.59
C -0.25 0.40 -2.09
C 0.61 -0.18 1.35
C -1.28 -0.25 -0.31
C -2.35 -0.69 0.62
C 0.70 0.42 -1.08
C 2.09 0.76 -0.87
H 2.38 0.20 2.24
H -2.00 -1.58 1.17
H -0.05 0.57 -3.13
H 2.75 1.08 -1.69
H -2.63 0.05 1.37
H -3.20 -0.98 0.01
*
```

These are the Mulliken partial charges, in e, on atoms 1 to 2: -0.62, 0.18


Calculated relative energies: run i 596.7; run ii 0.0, given in kJ/mol


Run i
# C5H7N

The molecule C5H7N (ωB97M-V/def2-TZVPD, OMol25).

Computed properties:
HOMO = -8.14 eV
Kohn-Sham gap = 9.2200 eV
Molecular weight = 81.118 g mol⁻¹
SMILES = Cc1cc[nH]c1

Geometry as ORCA input:
```
! RIJCOSX wB97M-V def2-TZVPD def2/J DEFGRID3
* xyz 0 1
N -1.62 -0.69 -0.36
C 1.95 0.06 0.15
C -0.29 -1.04 -0.41
C -0.47 1.05 0.38
C 0.45 0.02 0.04
C -1.74 0.58 0.12
H 0.02 -2.02 -0.76
H -0.23 2.03 0.77
H 2.38 -0.93 -0.01
H 2.27 0.40 1.15
H 2.39 0.74 -0.58
H -2.70 1.04 0.24
H -2.38 -1.28 -0.66
*
```

These are the Mulliken partial charges, in e, on atoms 1 to 2: 0.01, -1.11


Run ii
# C5H7N

The molecule C5H7N (ωB97M-V/def2-TZVPD, OMol25).

Computed properties:
HOMO = -8.69 eV
Kohn-Sham gap = 9.8873 eV
Molecular weight = 81.118 g mol⁻¹
SMILES = C1[C@@H]2[C@H]1[C@@H]1N[C@H]21

Geometry as ORCA input:
```
! RIJCOSX wB97M-V def2-TZVPD def2/J DEFGRID3
* xyz 0 1
N -1.58 -0.32 0.83
C 0.67 0.73 -0.15
C -1.04 -0.49 -0.48
C -0.89 0.88 0.00
C 1.24 -0.45 0.59
C 0.49 -0.67 -0.68
H 0.82 -0.76 1.54
H 2.32 -0.56 0.52
H 0.93 -1.13 -1.57
H -1.77 -0.76 -1.25
H 1.29 1.53 -0.55
H -1.47 1.74 -0.27
H -1.00 0.25 1.47
*
```

These are the Mulliken partial charges, in e, on atoms 1 to 2: -0.64, -0.28


Run iii
# C5H7N

The molecule C5H7N (ωB97M-V/def2-TZVPD, OMol25).

Computed properties:
HOMO = -9.63 eV
Kohn-Sham gap = 9.5722 eV
Molecular weight = 81.118 g mol⁻¹

Geometry as ORCA input:
```
! RIJCOSX wB97M-V def2-TZVPD def2/J DEFGRID3
* xyz 0 1
N 0.27 0.63 0.31
C 0.37 1.37 -0.92
C -0.95 0.95 -0.40
C -0.13 -1.48 1.33
C 0.68 -0.76 0.26
C -0.58 -2.60 0.81
H 1.75 -0.82 0.46
H 0.52 -1.21 -0.76
H -0.33 -1.11 2.35
H 0.75 0.84 -1.80
H -1.46 0.14 -0.92
H -1.61 1.66 0.09
H 0.71 2.39 -0.82
*
```

These are the Mulliken partial charges, in e, on atoms 1 to 2: -0.33, -0.40


Calculated relative energies: run i 0.0; run ii 483.0; run iii 502.0, given in kJ/mol


Run i
# C5H7N

A structure of composition C5H7N (ωB97M-V/def2-TZVPD, OMol25).

Computed properties:
HOMO = -8.17 eV
Kohn-Sham gap = 9.0666 eV
Molecular weight = 81.118 g mol⁻¹

Geometry as ORCA input:
```
! RIJCOSX wB97M-V def2-TZVPD def2/J DEFGRID3
* xyz 0 1
N -0.04 0.03 1.07
C 0.65 -1.17 0.67
C -1.36 0.38 0.42
C 0.08 0.72 -1.39
C -1.20 0.76 -1.01
C 1.04 0.19 0.21
H 0.70 -0.22 -1.11
H -1.74 1.26 0.95
H 0.17 -1.82 -0.06
H -2.09 -0.43 0.59
H 1.94 0.77 0.40
H 0.64 1.22 -2.17
H 1.21 -1.70 1.45
*
```

These are the Mulliken partial charges, in e, on atoms 1 to 2: -0.29, -0.49


Run ii
# C5H7N

A cluster of 2 separate species, C5H7N in total (ωB97M-V/def2-TZVPD, OMol25).

Computed properties:
HOMO = -7.33 eV
Kohn-Sham gap = 6.5507 eV
Molecular weight = 81.118 g mol⁻¹

Geometry as ORCA input:
```
! RIJCOSX wB97M-V def2-TZVPD def2/J DEFGRID3
* xyz 0 1
N 1.16 1.12 1.00
C 0.40 1.39 -0.02
C -0.19 0.11 -0.42
C 0.28 -0.97 0.49
C -0.95 -0.01 -1.52
C 1.08 -0.29 1.34
H -1.34 0.85 -2.07
H -1.21 -1.00 -1.89
H -1.26 -2.37 0.13
H 0.39 2.37 -0.49
H 1.65 -0.60 2.21
H 1.75 1.80 1.47
H -1.90 -2.65 -0.17
*
```

These are the Mulliken partial charges, in e, on atoms 1 to 2: 0.04, -0.56


Calculated relative energies: run i 135.9; run ii 0.0, given in kJ/mol


Run i
# C3H4N4

A cluster of 2 separate species, C3H4N4 in total (ωB97M-V/def2-TZVPD, OMol25).

Computed properties:
HOMO = -9.89 eV
Kohn-Sham gap = 9.4118 eV
Molecular weight = 96.093 g mol⁻¹

Geometry as ORCA input:
```
! RIJCOSX wB97M-V def2-TZVPD def2/J DEFGRID3
* xyz 0 1
N -1.77 0.79 -0.07
N 1.53 -0.59 -0.20
N 0.28 -0.04 0.06
N -1.93 -0.71 0.03
C -0.63 -0.99 0.08
C -0.59 1.10 -0.10
C 2.54 0.28 0.08
H -0.27 2.17 -0.07
H -0.30 -1.85 0.37
H 2.23 1.30 1.14
H 3.60 -0.14 -0.58
*
```

These are the Mulliken partial charges, in e, on atoms 1 to 2: -0.29, -0.57


Run ii
# C3H4N4

A structure of composition C3H4N4 (ωB97M-V/def2-TZVPD, OMol25).

Computed properties:
HOMO (alpha / beta) = -8.47 / -8.47 eV
Kohn-Sham gap (alpha / beta) = 8.4095 / 8.4089 eV
Molecular weight = 96.093 g mol⁻¹

Geometry as ORCA input:
```
! RIJCOSX wB97M-V def2-TZVPD def2/J DEFGRID3
* xyz 0 1
N -0.72 1.08 -0.54
N 0.85 -0.82 -0.55
N -0.75 0.31 1.69
N 0.22 1.19 -1.41
C -0.36 -1.22 -0.23
C 1.18 0.29 -1.37
C -0.63 0.05 0.36
H -0.89 -2.12 -0.62
H 2.20 0.59 -1.65
H -0.27 1.15 2.00
H -0.60 -0.48 2.31
*
```

These are the Mulliken partial charges, in e, on atoms 1 to 2: -0.33, -0.36


Run iii
# C3H4N4

The molecule C3H4N4 (ωB97M-V/def2-TZVPD, OMol25).

Computed properties:
HOMO = -9.09 eV
Kohn-Sham gap = 9.1603 eV
Molecular weight = 96.093 g mol⁻¹
SMILES = Nc1cncnn1

Geometry as ORCA input:
```
! RIJCOSX wB97M-V def2-TZVPD def2/J DEFGRID3
* xyz 0 1
N -0.21 -1.25 -0.48
N 1.70 0.08 -0.88
N -1.51 -0.97 -0.38
N -1.16 0.73 1.17
C 0.54 -0.18 -0.25
C 0.11 0.59 0.85
C -1.93 0.12 0.23
H 2.29 -0.69 -1.13
H 0.93 0.04 1.41
H 2.17 0.94 -0.63
H -2.97 0.39 0.06
*
```

These are the Mulliken partial charges, in e, on atoms 1 to 2: -0.42, -0.46


Calculated relative energies: run i 308.7; run ii 64.6; run iii 0.0, given in kJ/mol


Run i
# C3H4N4

The molecule C3H4N4 (ωB97M-V/def2-TZVPD, OMol25).

Computed properties:
HOMO = -7.38 eV
Kohn-Sham gap = 7.9689 eV
Molecular weight = 96.093 g mol⁻¹

Geometry as ORCA input:
```
! RIJCOSX wB97M-V def2-TZVPD def2/J DEFGRID3
* xyz 0 1
N 2.00 -0.22 -0.36
N -1.29 0.78 0.76
N -0.20 -0.89 -0.99
N -1.01 -1.52 -1.48
C -2.46 0.39 0.79
C 0.61 -0.06 -0.38
C -0.08 0.98 0.38
H 2.43 -0.27 -1.28
H 0.42 1.92 0.60
H -2.73 -0.12 1.73
H 2.32 -0.99 0.22
*
```

These are the Mulliken partial charges, in e, on atoms 1 to 2: -0.54, -0.06


Run ii
# C3H4N4

A structure of composition C3H4N4 (ωB97M-V/def2-TZVPD, OMol25).

Computed properties:
HOMO = -8.71 eV
Kohn-Sham gap = 9.6775 eV
Molecular weight = 96.093 g mol⁻¹

Geometry as ORCA input:
```
! RIJCOSX wB97M-V def2-TZVPD def2/J DEFGRID3
* xyz 0 1
N -1.27 -1.10 -0.52
N 1.89 -0.30 -0.66
N -1.20 0.89 0.06
N -0.55 0.07 -0.99
C -1.81 -0.36 0.38
C 0.69 0.25 -0.29
C 0.14 1.05 0.63
H 0.45 1.73 1.42
H -2.57 -0.60 1.11
H 1.78 -1.09 -1.28
H 2.46 -0.55 0.14
*
```

These are the Mulliken partial charges, in e, on atoms 1 to 2: -0.48, -0.53


Calculated relative energies: run i 0.0; run ii 6.0, given in kJ/mol


Run i
# C3H4N4

The molecule C3H4N4 (ωB97M-V/def2-TZVPD, OMol25).

Computed properties:
HOMO = -9.37 eV
Kohn-Sham gap = 9.5188 eV
Molecular weight = 96.093 g mol⁻¹
SMILES = Nc1cncnn1

Geometry as ORCA input:
```
! RIJCOSX wB97M-V def2-TZVPD def2/J DEFGRID3
* xyz 0 1
N 1.91 -0.32 -0.52
N -1.16 0.71 1.09
N -0.28 -0.89 -0.97
N -1.57 -0.83 -0.67
C 0.58 -0.18 -0.24
C 0.11 0.65 0.80
C -1.96 -0.06 0.33
H -3.02 -0.05 0.55
H 0.80 1.26 1.39
H 2.51 0.47 -0.34
H 2.08 -0.76 -1.42
*
```

These are the Mulliken partial charges, in e, on atoms 1 to 2: -0.48, -0.54


Run ii
# C3H4N4

A structure of composition C3H4N4 (ωB97M-V/def2-TZVPD, OMol25).

Computed properties:
HOMO = -9.97 eV
Kohn-Sham gap = 8.6953 eV
Molecular weight = 96.093 g mol⁻¹

Geometry as ORCA input:
```
! RIJCOSX wB97M-V def2-TZVPD def2/J DEFGRID3
* xyz 0 1
N 0.79 1.00 0.69
N -1.20 0.10 1.10
N -2.40 -0.35 0.38
N 0.13 -0.48 -0.82
C 1.37 -0.16 -1.06
C -0.23 0.17 0.31
C 1.74 1.03 -0.12
H 1.85 -0.51 -1.84
H -2.85 -1.24 1.39
H -1.76 -1.45 0.03
H 2.55 1.88 -0.08
*
```

These are the Mulliken partial charges, in e, on atoms 1 to 2: -0.42, -0.21


Run iii
# C3H4N4

The molecule C3H4N4 (ωB97M-V/def2-TZVPD, OMol25).

Computed properties:
HOMO = -8.98 eV
Kohn-Sham gap = 9.3633 eV
Molecular weight = 96.093 g mol⁻¹
SMILES = [H]/N=N/c1c[nH]cn1

Geometry as ORCA input:
```
! RIJCOSX wB97M-V def2-TZVPD def2/J DEFGRID3
* xyz 0 1
N -1.55 -0.03 0.14
N 2.25 -1.16 -0.38
N 0.00 1.45 -0.24
N 1.94 0.05 -0.09
C -1.26 1.29 -0.03
C 0.56 0.21 -0.12
C -0.40 -0.76 0.07
H -0.31 -1.76 0.14
H 3.28 -1.03 -0.16
H -1.99 2.13 0.25
H -2.51 -0.38 0.43
*
```

These are the Mulliken partial charges, in e, on atoms 1 to 2: -0.06, -0.48


Calculated relative energies: run i 0.0; run ii 534.7; run iii 102.5, given in kJ/mol